(1)
Entry from OMol25: a molecular structure, C4H5IN2O2 in a non-equilibrium geometry (ωB97M-V/def2-TZVPD).

Positions of all 14 atoms, in Å:
C  0.304  -0.702  0.358
C  2.008  0.054  0.937
C  0.589  1.593  -0.056
C  -1.591  0.615  -0.623
N  -0.285  0.389  -0.046
N  -0.075  -1.911  0.659
O  0.091  2.644  -0.309
O  1.782  1.296  0.312
I  3.432  -0.936  -0.229
H  -1.605  0.878  -1.594
H  -2.060  -0.387  -0.423
H  -2.180  1.285  0.057
H  -0.938  -2.137  0.171
H  0.529  -2.681  0.788

## Properties
**Highest occupied orbital energy**: -7.54 eV
**DFT total energy**: -19401.51807 eV
**Energy above the lowest of the compared OMol25 structures with the same formula, charge and spin**: 3.950 eV
**Largest force on an atom**: 0.127 hartree/bohr
**Frontier orbital gap**: 7.731 eV

(2)
Entry from OMol25: a single C5H12O2 molecule (ωB97M-V/def2-TZVPD).

Positions of all 19 atoms, in Å:
C  2.891  0.789  -0.081
C  2.356  -0.557  -0.557
O  0.996  -0.495  -0.933
C  0.095  -0.497  0.147
C  -1.287  -0.232  -0.421
O  -2.174  -0.088  0.660
C  -3.465  0.277  0.249
H  2.421  1.108  0.854
H  2.708  1.561  -0.836
H  3.969  0.728  0.100
H  2.506  -1.326  0.221
H  2.895  -0.883  -1.455
H  0.119  -1.462  0.680
H  0.323  0.294  0.875
H  -1.248  0.686  -1.030
H  -1.595  -1.057  -1.081
H  -3.926  -0.491  -0.394
H  -3.456  1.230  -0.305
H  -4.071  0.397  1.150

## Properties
**Highest occupied orbital energy**: -9.78 eV
**DFT total energy**: -9473.52393 eV
**Energy above the lowest of the compared OMol25 structures with the same formula, charge and spin**: 1.612 eV
**Largest force on an atom**: 0.006 hartree/bohr
**Frontier orbital gap**: 10.890 eV

(3)
Entry from OMol25: a single C2H4ClPS molecule in a non-equilibrium geometry (ωB97M-V/def2-TZVPD).

Positions of all 9 atoms, in Å:
S  -1.931  1.570  0.029
C  -1.524  0.008  0.193
P  0.109  -0.508  -0.409
C  1.058  0.746  0.238
Cl  2.838  0.497  0.014
H  -2.066  -0.647  0.716
H  0.366  -1.863  -0.372
H  0.457  -0.580  -1.724
H  0.694  0.777  1.315

## Properties
**Highest occupied orbital energy (spin up / spin down)**: -7.96 / -7.96 eV
**DFT total energy**: -34781.10563 eV
**Energy above the lowest of the compared OMol25 structures with the same formula, charge and spin**: 2.869 eV
**Largest force on an atom**: 0.082 hartree/bohr
**Frontier orbital gap (spin up / spin down)**: 6.406 / 6.405 eV

(4)
Entry from OMol25: 2 unconnected molecules or ions with the total composition C3H7NS in a non-equilibrium geometry (ωB97M-V/def2-TZVPD).

Positions of all 12 atoms, in Å:
C  1.742  -0.404  -0.690
C  1.682  -0.206  0.772
C  -2.461  0.504  -0.068
N  0.723  0.398  -0.095
S  -1.310  -0.865  0.052
H  2.457  0.152  -1.284
H  1.473  -1.364  -1.103
H  1.373  -1.030  1.401
H  2.353  0.494  1.255
H  -3.249  0.351  0.664
H  -2.875  0.563  -1.071
H  -1.908  1.408  0.168

## Properties
**Highest occupied orbital energy (spin up / spin down)**: -7.53 / -8.48 eV
**DFT total energy**: -15545.13867 eV
**Energy above the lowest of the compared OMol25 structures with the same formula, charge and spin**: 0.158 eV
**Multiplicity**: 3
**Largest force on an atom**: 0.031 hartree/bohr
**Frontier orbital gap (spin up / spin down)**: 8.599 / 6.485 eV

(5)
Entry from OMol25: 9 unconnected molecules or ions with the total composition C38H68ClN8O4PS2 in a non-equilibrium geometry (ωB97M-V/def2-TZVPD).

Positions of all 122 atoms, in Å:
O  -3.175  0.893  -0.960
C  -2.132  1.717  -1.140
C  -0.975  1.515  -2.285
C  -1.491  0.830  -3.682
C  -2.965  1.328  -4.199
C  -3.287  0.447  -5.584
S  -4.485  -0.966  -5.116
O  -4.496  -2.076  -6.202
O  -5.901  -0.304  -4.989
Cl  -3.939  -1.759  -3.217
O  -1.940  2.889  -0.221
C  -2.500  4.113  -0.819
P  -4.403  4.017  -1.112
S  -5.174  3.135  0.465
H  -0.165  0.777  -1.812
H  -0.375  2.505  -2.545
H  -1.409  -0.341  -3.604
H  -0.706  1.158  -4.519
H  -3.853  1.102  -3.472
H  -3.026  2.450  -4.526
H  -3.755  1.118  -6.424
H  -2.295  -0.115  -5.934
H  -1.917  4.434  -1.805
H  -2.346  5.023  -0.063
H  -4.993  5.353  -1.254
H  -4.638  3.224  -2.309
C  0.651  2.617  4.705
C  -0.564  2.698  3.787
C  -0.199  2.583  2.306
C  0.731  3.720  1.916
N  1.503  4.663  1.594
H  1.347  3.443  4.528
H  0.339  2.675  5.753
H  1.190  1.674  4.561
H  -1.085  3.646  3.969
H  -1.261  1.893  4.047
H  -1.104  2.632  1.691
H  0.296  1.627  2.105
C  0.087  -2.633  2.281
C  1.052  -2.928  1.137
C  1.993  -1.760  0.837
C  1.183  -0.538  0.435
N  0.512  0.476  0.102
H  -0.579  -1.797  2.044
H  -0.546  -3.504  2.479
H  0.631  -2.391  3.201
H  0.472  -3.178  0.240
H  1.647  -3.811  1.393
H  2.673  -2.025  0.021
H  2.598  -1.517  1.718
C  -7.568  3.775  -7.826
C  -8.287  2.580  -7.208
C  -8.522  2.738  -5.705
C  -7.189  2.877  -4.988
N  -6.083  2.992  -4.394
H  -6.567  3.908  -7.402
H  -7.447  3.630  -8.904
H  -8.135  4.699  -7.667
H  -7.698  1.674  -7.399
H  -9.252  2.447  -7.710
H  -9.052  1.864  -5.313
H  -9.134  3.624  -5.503
C  -5.873  -3.645  -1.517
C  -6.692  -4.875  -1.137
C  -6.493  -5.295  0.321
C  -5.033  -5.638  0.562
N  -3.821  -5.923  0.763
H  -4.798  -3.832  -1.427
H  -6.068  -3.366  -2.557
H  -6.130  -2.791  -0.880
H  -6.418  -5.703  -1.803
H  -7.753  -4.662  -1.307
H  -7.111  -6.171  0.547
H  -6.790  -4.487  0.998
C  6.194  5.596  2.271
C  5.303  5.384  1.051
C  5.493  4.009  0.408
C  6.932  3.854  -0.058
N  8.125  3.726  -0.443
H  7.255  5.559  2.008
H  6.003  6.578  2.714
H  6.001  4.834  3.035
H  5.514  6.171  0.317
H  4.255  5.496  1.352
H  4.824  3.901  -0.452
H  5.258  3.213  1.123
C  2.523  -4.710  6.048
C  3.488  -5.004  4.904
C  4.430  -3.836  4.604
C  3.620  -2.614  4.202
N  2.949  -1.600  3.869
H  1.858  -3.873  5.811
H  1.891  -5.581  6.246
H  3.068  -4.467  6.968
H  2.909  -5.255  4.007
H  4.084  -5.888  5.160
H  5.109  -4.102  3.788
H  5.035  -3.594  5.484
C  1.612  -2.952  -2.729
C  2.577  -3.246  -3.873
C  3.518  -2.078  -4.173
C  2.708  -0.856  -4.575
N  2.037  0.157  -4.909
H  0.946  -2.115  -2.967
H  0.979  -3.823  -2.532
H  2.156  -2.710  -1.809
H  1.997  -3.497  -4.770
H  3.172  -4.130  -3.618
H  4.198  -2.344  -4.990
H  4.123  -1.836  -3.293
C  8.067  -0.892  7.694
C  7.502  0.008  6.599
C  6.472  -0.703  5.717
C  7.120  -1.893  5.028
N  7.657  -2.880  4.457
H  8.605  -1.748  7.276
H  8.775  -0.335  8.315
H  7.268  -1.270  8.342
H  8.330  0.376  5.980
H  7.033  0.882  7.063
H  6.088  -0.013  4.958
H  5.626  -1.051  6.319

## Properties
**Highest occupied orbital energy**: -7.97 eV
**DFT total energy**: -104089.25817 eV
**Largest force on an atom**: 0.200 hartree/bohr
**Frontier orbital gap**: 7.124 eV

(6)
Entry from OMol25: 2 unconnected molecules or ions with the total composition C5H15N3O in a non-equilibrium geometry (ωB97M-V/def2-TZVPD).

Positions of all 24 atoms, in Å:
N  -0.046  -2.744  0.696
N  -0.837  -1.572  0.560
C  -0.249  -0.320  1.480
N  -1.322  0.440  2.035
O  0.715  -0.656  2.196
H  0.614  -2.517  1.449
H  0.498  -2.858  -0.156
H  -0.697  -1.115  -0.566
H  -1.807  -1.785  0.774
H  0.075  0.335  0.489
H  -2.148  0.548  1.462
H  -1.534  0.158  2.983
C  -0.185  -0.261  -1.721
C  0.397  0.759  -0.945
C  1.893  0.767  -0.729
C  -0.271  2.113  -0.873
H  0.477  -0.967  -2.214
H  -1.095  -0.035  -2.267
H  2.160  1.260  0.207
H  2.373  1.305  -1.552
H  2.296  -0.245  -0.703
H  -1.356  2.028  -0.945
H  -0.023  2.636  0.051
H  0.071  2.726  -1.713

## Properties
**Highest occupied orbital energy**: -7.88 eV
**DFT total energy**: -11942.44132 eV
**Energy above the lowest of the compared OMol25 structures with the same formula, charge and spin**: 4.308 eV
**Largest force on an atom**: 0.024 hartree/bohr
**Frontier orbital gap**: 8.377 eV

Repeat the second record exactly.
Entry from OMol25: a single C5H12O2 molecule (ωB97M-V/def2-TZVPD).

Positions of all 19 atoms, in Å:
C  2.891  0.789  -0.081
C  2.356  -0.557  -0.557
O  0.996  -0.495  -0.933
C  0.095  -0.497  0.147
C  -1.287  -0.232  -0.421
O  -2.174  -0.088  0.660
C  -3.465  0.277  0.249
H  2.421  1.108  0.854
H  2.708  1.561  -0.836
H  3.969  0.728  0.100
H  2.506  -1.326  0.221
H  2.895  -0.883  -1.455
H  0.119  -1.462  0.680
H  0.323  0.294  0.875
H  -1.248  0.686  -1.030
H  -1.595  -1.057  -1.081
H  -3.926  -0.491  -0.394
H  -3.456  1.230  -0.305
H  -4.071  0.397  1.150

## Properties
**Highest occupied orbital energy**: -9.78 eV
**DFT total energy**: -9473.52393 eV
**Energy above the lowest of the compared OMol25 structures with the same formula, charge and spin**: 1.612 eV
**Largest force on an atom**: 0.006 hartree/bohr
**Frontier orbital gap**: 10.890 eV